Entry 1:
Here is an isolated molecule of C6H15NS from OMol25. Energies are from wB97M-V/def2-TZVPD.

Geometry (Å):
H (2.68, -2.83, -0.93)
H (0.54, -1.55, -0.84)
H (-1.18, 1.81, 1.16)
H (3.36, 0.82, -1.43)
H (-3.48, 2.64, 0.76)
H (-1.90, -0.84, 1.10)
H (3.94, -2.22, 0.17)
C (0.29, -0.37, 0.90)
H (0.71, 0.64, 0.90)
H (-1.39, -0.80, -0.44)
H (2.30, -0.23, -2.49)
H (1.61, 0.96, -1.38)
C (3.30, -1.98, -0.68)
H (2.83, -0.30, 0.50)
H (0.38, -0.79, 1.90)
N (1.04, -1.19, -0.04)
S (-3.43, 1.32, 0.57)
C (-1.19, -0.26, 0.50)
H (3.99, -1.73, -1.49)
H (-1.27, 1.67, -0.52)
C (-1.63, 1.19, 0.38)
C (2.43, 0.25, -1.53)
C (2.39, -0.76, -0.37)

Summary:
Spin multiplicity: 1
Energy relative to the best compared isomer or geometry (same formula, charge and spin): 62.7 kJ/mol
Net charge: 0
LUMO: 0.9 eV
HOMO: -8.4 eV
Electronic energy: -18789.9395 eV
SMILES: CC(C)NCCCS

---

Entry 2:
Here is a cluster of 2 separate species, C4H8N2O in total from OMol25. Energies are from wB97M-V/def2-TZVPD.

Geometry (Å):
C (-1.70, 0.45, 0.01)
H (3.18, 1.42, 0.76)
H (1.57, -1.89, -0.48)
O (1.34, 0.83, 0.13)
H (3.07, -0.32, 0.39)
N (-1.81, 1.65, -0.16)
H (-2.32, -1.12, 1.22)
C (2.77, 0.68, 0.08)
H (-2.70, 2.16, -0.19)
H (3.12, 0.87, -0.94)
C (-2.41, -0.81, 0.18)
H (-3.46, -0.73, -0.09)
C (0.59, -0.21, -0.12)
N (0.67, -1.41, -0.38)
H (-1.92, -1.57, -0.42)

Summary:
Spin multiplicity: 1
Energy relative to the best compared isomer or geometry (same formula, charge and spin): 486.7 kJ/mol
Net charge: 0
LUMO: 1.0 eV
HOMO: -7.3 eV
Electronic energy: -9301.3490 eV

---

Entry 3:
Here is an isolated molecule of C7H9N from OMol25. Energies are from wB97M-V/def2-TZVPD.

Geometry (Å):
H (1.04, -1.83, -0.11)
C (1.05, 0.42, -0.36)
N (2.36, -1.08, 1.34)
H (-3.24, -0.46, -0.21)
H (1.74, 1.25, -0.12)
H (0.11, 0.53, 1.74)
C (-1.98, 0.92, -1.32)
H (-1.77, 2.44, -3.04)
H (-1.71, -1.27, 1.29)
C (-1.29, -0.57, 0.55)
C (-1.91, 1.82, -2.16)
H (3.26, -1.16, 0.86)
H (0.66, 0.33, -1.42)
H (2.50, -0.31, 2.04)
C (1.29, -0.86, 0.44)
C (-2.21, -0.12, -0.30)
C (0.08, -0.04, 0.78)

Summary:
Spin multiplicity: 1
Energy relative to the best compared isomer or geometry (same formula, charge and spin): 374.4 kJ/mol
Net charge: 0
LUMO: 1.1 eV
HOMO: -8.7 eV
Electronic energy: -8891.2765 eV
SMILES: C#C/C=C\[C@@H]1C[C@H]1N

---

Entry 4:
Here is a structure of composition C27H43BrN2P2Pd from OMol25. Energies are from wB97M-V/def2-TZVPD.

Geometry (Å):
C (-3.95, 2.07, 0.50)
C (-2.61, 2.41, 0.84)
C (3.97, 2.10, -1.63)
H (-6.21, -0.42, 2.17)
H (-5.38, 1.79, -1.11)
H (0.12, -2.87, 0.51)
C (1.86, -2.80, -0.77)
H (-2.11, -0.18, 0.32)
H (-2.97, -1.26, -0.76)
H (1.77, -3.90, -0.74)
H (-2.37, 2.69, 1.86)
H (4.71, -1.65, -1.04)
C (-4.68, -0.84, 5.68)
Pd (-0.55, 0.69, -2.20)
C (-5.92, -1.67, 3.92)
H (-1.44, -2.06, 1.80)
C (-4.89, 1.73, 1.54)
H (5.11, 0.97, -4.33)
H (0.58, 0.52, 4.76)
H (-6.50, -2.50, 3.50)
H (-1.68, -2.39, -4.56)
H (-1.18, 0.66, 4.47)
C (4.38, 3.19, -2.62)
H (3.73, -0.52, -0.08)
C (-3.33, 1.70, -1.83)
H (-5.89, 1.47, 1.20)
C (5.89, -0.18, 0.07)
C (6.92, 0.38, -3.24)
H (-2.10, -3.26, 0.65)
H (7.29, -0.49, -2.68)
C (-1.64, -1.70, -3.71)
P (-0.60, -1.27, -1.13)
C (-4.32, 1.88, -0.85)
H (0.98, -1.34, 0.60)
N (0.19, 0.32, 1.63)
H (6.80, -0.26, -0.55)
H (5.46, 3.14, -2.84)
H (-3.89, 1.17, 5.51)
C (-1.63, 2.28, -0.14)
H (4.17, 4.17, -2.17)
C (-2.10, -1.20, -0.09)
H (-1.38, -3.26, -2.19)
C (-4.96, 0.55, 3.70)
H (2.78, -2.55, -0.23)
C (-2.20, -2.23, 1.04)
C (-5.77, -0.49, 3.18)
P (4.39, 0.43, -2.16)
C (0.67, -2.13, -0.10)
C (-4.54, 1.65, 2.87)
H (4.45, 2.25, -0.65)
H (2.88, 2.12, -1.45)
H (5.81, 0.85, 0.44)
H (7.10, 1.29, -2.65)
H (-3.89, 2.40, 3.35)
C (-0.87, -2.37, -2.58)
H (-2.67, -1.47, -3.44)
H (6.01, -0.83, 0.94)
C (-4.47, 0.39, 5.03)
H (-4.26, -1.00, 6.67)
H (5.22, -0.77, -4.03)
H (7.51, 0.45, -4.16)
H (3.81, 3.13, -3.56)
H (-0.12, 2.08, 4.24)
C (-0.19, 0.99, 4.13)
C (4.64, -0.60, -0.71)
H (2.00, -2.48, -1.81)
C (-2.02, 1.75, -1.37)
Br (2.33, -0.11, -3.02)
H (-1.14, -0.78, -4.04)
H (0.13, -2.67, -2.91)
H (-3.52, 1.46, -2.87)
N (-5.36, -1.84, 5.12)
H (-3.18, -2.14, 1.52)
H (-0.58, 2.51, 0.05)
C (5.43, 0.22, -3.59)
C (0.01, 0.62, 2.74)

Summary:
Spin multiplicity: 5
<S²>: 6.10
Net charge: +4
LUMO (alpha / beta): -12.3 / -14.8 eV
HOMO (alpha / beta): -18.3 / -20.5 eV
Electronic energy: -123732.2195 eV